Here is a single C19H23NO5S2 molecule from the OMol25 dataset. Energies are from ωB97M-V/def2-TZVPD.

Values from the calculation:
Kohn-Sham gap: 9.38 eV
ΔE to the lowest compared entry with this formula, charge and spin: 0.0 kcal per mole
LUMO: 0.669 eV

Geometry as ORCA input:
```
! RIJCOSX wB97M-V def2-TZVPD def2/J DEFGRID3
* xyz 0 1
C 3.735 3.445 -1.692
C 3.534 2.570 -0.493
C 2.593 2.914 0.473
C 2.404 2.110 1.579
C 3.135 0.945 1.743
C 4.069 0.584 0.779
O 4.885 -0.517 0.878
C 4.338 -1.729 1.343
C 4.000 -2.656 0.166
O 3.007 -2.102 -0.693
C 1.738 -2.126 -0.273
O 1.400 -2.587 0.787
C 0.836 -1.498 -1.318
C 0.737 0.014 -1.059
C -0.081 0.293 0.199
N -1.402 -0.290 0.103
S -2.489 0.546 -0.855
O -2.055 1.906 -0.967
O -2.822 -0.174 -2.052
C -3.910 0.522 0.203
C -4.292 1.483 1.087
C -5.457 1.126 1.798
C -5.927 -0.098 1.439
S -4.960 -0.836 0.223
C -1.376 -1.724 -0.102
C -0.564 -2.120 -1.336
C 4.265 1.405 -0.329
H 4.458 3.010 -2.377
H 2.792 3.585 -2.219
H 4.093 4.427 -1.386
H 2.012 3.816 0.354
H 1.684 2.391 2.333
H 2.986 0.343 2.626
H 3.439 -1.574 1.944
H 5.102 -2.216 1.957
H 4.876 -2.793 -0.468
H 3.650 -3.616 0.558
H 1.324 -1.655 -2.285
H 0.227 0.481 -1.905
H 1.732 0.451 -0.965
H -0.212 1.366 0.333
H 0.405 -0.127 1.083
H -3.755 2.406 1.200
H -5.921 1.753 2.538
H -6.788 -0.613 1.816
H -2.408 -2.059 -0.216
H -0.946 -2.178 0.794
H -0.493 -3.208 -1.383
H -1.092 -1.764 -2.222
H 5.004 1.109 -1.057
*
```